C26H25AlClFN5O11P2S | ωB97M-V with the def2-TZVPD basis set

Properties
Spin multiplicity: 1
DFT total energy (a.u.): -3990.095212
ΔE to the lowest compared entry with this formula, charge and spin (eV): 5.690
Kohn-Sham gap (Eh): 0.1408
Net charge: -1

Element x y z (Å)
Cl -4.014 4.925 -3.803
S -2.493 1.134 -2.119
P -2.273 4.993 -2.575
P -3.698 1.873 -0.728
Al -3.021 4.132 -0.500
F 1.247 4.898 -0.877
O -3.809 0.053 0.041
O -1.922 -1.497 -3.282
O -5.898 -0.318 0.600
O 5.696 10.198 3.409
O 1.878 4.377 1.494
O -2.187 -6.656 1.273
O -0.729 -5.530 0.083
O -0.656 -0.269 -4.587
O -0.837 2.874 1.208
O -1.816 6.638 -2.205
O 7.284 9.828 1.941
N -0.836 -1.221 -3.813
N -0.448 5.276 1.009
N -1.027 -6.326 0.985
N 6.183 9.578 2.451
N -4.761 -0.702 0.287
C 0.968 4.829 0.607
C -4.527 -2.148 0.197
C -5.364 -4.411 0.320
C 1.392 -6.561 1.483
C 3.379 7.151 1.839
C -3.042 -4.003 -0.238
C -1.303 4.037 0.687
C 4.131 8.184 2.402
C 5.918 7.736 0.810
C 1.256 -3.973 -2.337
C 0.152 -3.176 -2.647
C 3.891 6.417 0.768
C -3.253 -2.627 -0.133
C 5.398 8.477 1.880
C -4.096 -4.891 -0.016
C 2.509 -3.673 -2.874
C 0.315 -2.076 -3.501
C 5.158 6.704 0.257
C 2.666 -2.582 -3.730
C 1.570 -1.779 -4.050
C -0.223 -7.855 2.766
C 2.430 -7.147 2.211
C 0.067 -6.921 1.761
C -5.585 -3.037 0.431
C 0.823 -8.436 3.485
C 2.144 -8.084 3.205
H -0.509 5.437 2.044
H 1.140 -4.827 -1.673
H 3.646 -2.355 -4.146
H 6.902 7.950 0.398
H 3.368 -4.292 -2.623
H -2.578 7.165 -1.817
H 1.709 -0.932 -4.719
H -3.470 1.287 0.576
H -5.093 1.759 -1.069
H -2.421 -1.948 -0.312
H 1.631 -5.834 0.710
H 3.717 8.747 3.236
H 3.299 5.616 0.328
H -2.057 -4.384 -0.496
H -6.579 -2.680 0.693
H -4.136 5.047 0.150
H 3.462 -6.875 2.001
H -0.817 -3.421 -2.218
H -6.180 -5.110 0.493
H 0.608 -9.167 4.262
H 2.391 6.921 2.232
H 5.551 6.125 -0.576
H 2.957 -8.544 3.764
H -3.930 -5.963 -0.107
H -1.248 -8.140 2.996

These are the Löwdin partial charges, in e, on atoms 1 to 5:
1 Cl -0.0226
2 S 0.1870
3 P 0.3317
4 P 0.2042
5 Al 0.0130